{
  "formula": "C18H16N2O8S2V",
  "method": "the ωB97M-V functional and the def2-TZVPD basis",
  "relative_energy_kj_mol": 0.8,
  "s2": 0.797,
  "spin_multiplicity": 2,
  "elements": ["V", "C", "C", "O", "C", "C", "C", "N", "N", "C", "O", "C", "C", "C", "C", "C", "C", "H", "H", "H", "H", "H", "H", "H", "H", "H", "H", "H", "H", "O", "S", "O", "O", "C", "C", "C", "C", "C", "C", "S", "O", "O", "O", "H", "H", "H", "H"],
  "coordinates": [[0.80388, -0.42069, 0.61010], [3.05366, -3.63769, 1.62595], [2.43321, -2.70785, 0.63584], [2.17162, -1.51328, 1.09193], [2.18177, -3.06578, -0.66605], [1.77286, -2.13462, -1.64885], [1.93623, -2.42106, -3.10597], [1.33212, -0.96213, -1.25345], [1.23108, 0.04438, -2.17335], [1.15195, 1.17275, -1.52819], [1.21544, 1.19401, -0.21169], [0.98473, 2.45534, -2.22679], [0.56022, 3.56492, -1.50128], [0.37373, 4.77496, -2.15137], [0.61412, 4.87897, -3.51382], [1.03726, 3.76928, -4.23574], [1.21990, 2.55614, -3.59569], [3.92410, -3.16090, 2.07754], [2.33254, -3.82852, 2.42248], [3.34514, -4.57849, 1.16737], [2.47135, -4.05583, -0.98408], [2.18613, -3.46677, -3.26616], [1.02318, -2.16438, -3.64129], [2.72855, -1.79223, -3.51392], [0.36064, 3.46280, -0.44227], [0.03588, 5.63695, -1.59159], [0.46864, 5.82607, -4.01732], [1.22405, 3.85173, -5.29836], [1.54468, 1.68124, -4.14231], [-2.49759, -2.23966, -0.13941], [-1.65462, -1.41945, 0.65993], [-1.05503, -0.23285, -0.05498], [-0.43699, -2.06780, 1.20976], [-2.61810, -0.78629, 2.00615], [-3.81942, -1.45225, 2.21429], [-4.64800, -1.08649, 3.26264], [-4.27311, -0.05603, 4.10476], [-3.07444, 0.61100, 3.89946], [-2.23385, 0.26281, 2.85229], [-0.78289, 1.31398, 2.68873], [-1.05238, 2.22494, 1.61593], [-0.53931, 1.84575, 3.99417], [0.32188, 0.33618, 2.32354], [-4.09617, -2.25244, 1.54386], [-5.58178, -1.61091, 3.41339], [-4.91027, 0.23775, 4.92829], [-2.76661, 1.41245, 4.55554]]
}

---

{
  "formula": "C18H16N4O2",
  "method": "the ωB97M-V functional and the def2-TZVPD basis",
  "relative_energy_kj_mol": 483.8,
  "smiles": "C=c1[nH]c2ccc(C)cc2/c1=C/c1c(N)n2oc(C)cc2nc1=O",
  "spin_multiplicity": 1,
  "elements": ["C", "C", "N", "C", "C", "C", "C", "C", "C", "C", "C", "C", "C", "C", "N", "N", "O", "C", "C", "C", "C", "N", "C", "O", "H", "H", "H", "H", "H", "H", "H", "H", "H", "H", "H", "H", "H", "H", "H", "H"],
  "coordinates": [[-0.11990, 1.77043, -2.35609], [0.30530, 0.45216, -2.22595], [1.17327, -0.10844, -3.16467], [1.03736, -1.40497, -3.11283], [1.50848, -2.39664, -4.03133], [1.35137, -3.77318, -3.70628], [0.60815, -4.17389, -2.51144], [0.39333, -5.70959, -2.13736], [0.05462, -3.11131, -1.69392], [0.33612, -1.76387, -1.95728], [-0.11305, -0.62135, -1.27698], [-0.93366, -0.55928, -0.12172], [-1.09394, 0.51795, 0.96256], [-0.24219, 1.66074, 1.19133], [0.58620, 2.25719, 0.24747], [-0.50448, 2.44119, 2.33591], [0.39163, 3.49447, 2.93146], [-0.24450, 3.67746, 4.14857], [0.50002, 4.42867, 5.24577], [-1.34836, 2.98135, 4.40306], [-1.52663, 2.13153, 3.16079], [-2.37688, 1.08095, 3.12812], [-2.20064, 0.33011, 1.95835], [-2.86003, -0.68946, 1.91110], [0.19979, 2.43958, -3.09406], [-1.00440, 2.06818, -1.81167], [1.54021, 0.42786, -3.99536], [1.84881, -1.92648, -5.01616], [1.90170, -4.52184, -4.27093], [-0.57031, -5.66769, -1.62135], [1.09600, -6.02704, -1.40773], [0.38343, -6.36195, -3.04457], [-0.50181, -3.53205, -0.85242], [-1.31096, -1.59611, 0.09175], [1.06620, 3.11768, 0.58805], [0.65308, 1.82789, -0.66449], [0.09546, 3.98714, 6.15232], [1.57691, 4.35655, 5.11304], [0.27726, 5.43870, 5.22452], [-1.93296, 3.05736, 5.28041]]
}

---

{
  "formula": "C18H16N4O4S",
  "method": "the ωB97M-V functional and the def2-TZVPD basis",
  "relative_energy_kj_mol": 313.6,
  "smiles": "Cn1c(COc2ccccc2)nnc1SCC(=O)c1cccc([N+](=O)[O-])c1",
  "spin_multiplicity": 1,
  "elements": ["C", "N", "C", "C", "O", "C", "C", "C", "C", "C", "C", "N", "N", "C", "S", "C", "C", "O", "C", "C", "C", "C", "C", "N", "O", "O", "C", "H", "H", "H", "H", "H", "H", "H", "H", "H", "H", "H", "H", "H", "H", "H", "H"],
  "coordinates": [[0.83823, 0.05361, -1.77884], [-0.43373, 0.23705, -1.13881], [-0.78325, 1.08685, -0.12662], [0.10015, 2.08343, 0.54664], [0.90107, 2.79947, -0.36363], [2.26585, 2.66312, -0.37025], [2.99818, 1.68775, 0.29480], [4.37933, 1.67115, 0.18083], [5.04089, 2.60639, -0.59170], [4.30926, 3.57295, -1.26381], [2.93470, 3.60332, -1.15513], [-2.03653, 0.90622, 0.19463], [-2.54540, -0.05172, -0.59152], [-1.58633, -0.44801, -1.38619], [-1.70215, -1.71248, -2.57865], [-3.18679, -2.57314, -1.94701], [-2.70420, -3.50250, -0.85216], [-2.46999, -4.66662, -1.03312], [-2.48893, -2.78968, 0.44689], [-3.57596, -2.44038, 1.24245], [-3.39120, -1.71300, 2.40630], [-2.12792, -1.28209, 2.76175], [-1.05022, -1.62128, 1.95352], [0.24358, -1.08349, 2.25505], [1.06450, -1.06081, 1.35481], [0.44000, -0.63861, 3.36362], [-1.21100, -2.40154, 0.81556], [1.16559, 0.98307, -2.24486], [1.57713, -0.26063, -1.03995], [0.73552, -0.71683, -2.54158], [0.70338, 1.59572, 1.31889], [-0.56291, 2.80252, 1.04226], [2.52588, 0.92580, 0.89535], [4.93635, 0.90878, 0.70461], [6.11670, 2.58304, -0.67245], [4.81213, 4.30930, -1.87264], [2.34811, 4.34995, -1.66725], [-3.86861, -1.80569, -1.58649], [-3.59062, -3.13285, -2.78930], [-4.56903, -2.74103, 0.94497], [-4.24000, -1.45157, 3.01756], [-1.96137, -0.66653, 3.63191], [-0.35040, -2.66900, 0.21956]]
}

---

{
  "formula": "C18H16N8S3SbSe3TeTi",
  "method": "the ωB97M-V functional and the def2-TZVPD basis",
  "relative_energy_kj_mol": 38.9,
  "charge": -2,
  "s2": 0.757,
  "spin_multiplicity": 2,
  "elements": ["Ti", "N", "C", "N", "C", "N", "N", "C", "C", "C", "C", "C", "C", "N", "C", "C", "C", "C", "C", "C", "H", "H", "H", "H", "H", "H", "H", "H", "H", "H", "H", "S", "Sb", "S", "S", "Se", "Se", "Te", "Se", "N", "C", "C", "N", "C", "C", "N", "H", "H", "H", "H", "H"],
  "coordinates": [[-1.56466, -0.96456, -0.23985], [1.10433, -0.44083, -3.72892], [0.11261, -0.29585, -2.82989], [0.09656, -0.88358, -1.68344], [1.18224, -1.71227, -1.30821], [1.17681, -2.19138, -0.11847], [0.08040, -1.81390, 0.57107], [0.06221, -2.16561, 1.91835], [-1.03871, -1.72146, 2.58494], [-1.29452, -1.82961, 3.99717], [-2.41175, -1.29158, 4.53230], [-3.35869, -0.61883, 3.69695], [-3.08432, -0.51861, 2.36978], [-1.95373, -1.00726, 1.79372], [2.26158, -1.93835, -2.25883], [3.35496, -2.76184, -2.00241], [4.37006, -2.89925, -2.93252], [4.31097, -2.21132, -4.14098], [3.22899, -1.39060, -4.41443], [2.21425, -1.25998, -3.47843], [1.10339, 0.16463, -4.53114], [-0.72169, 0.34606, -3.08718], [0.87666, -2.73096, 2.34608], [-0.56625, -2.34387, 4.61346], [-2.59276, -1.37042, 5.59900], [-4.27722, -0.21075, 4.09223], [-3.77756, -0.03788, 1.68787], [3.38622, -3.27521, -1.05071], [5.21754, -3.53742, -2.71661], [5.10814, -2.31021, -4.86653], [3.17072, -0.84270, -5.34802], [-5.99622, -1.38157, -0.35721], [-4.31674, -1.51288, -1.89448], [-2.87614, 0.49280, -1.48692], [-2.53214, -2.90567, -0.85497], [0.88700, 2.76746, -1.96551], [1.31890, 4.96805, -1.66187], [3.57196, 3.24567, 0.68693], [2.25499, 1.56093, -0.40015], [-1.27601, 5.23667, 0.92175], [-0.95753, 3.96709, 1.38730], [-1.30965, 2.82920, 0.63722], [-0.92234, 1.62682, 0.99105], [-0.24294, 1.51230, 2.13927], [0.00885, 2.61754, 2.91981], [-0.33404, 3.85583, 2.55093], [-1.10656, 5.29552, -0.07756], [-0.69728, 5.92241, 1.38795], [-1.87544, 2.92602, -0.28294], [0.09440, 0.52535, 2.42805], [0.53015, 2.51585, 3.86499]]
}

---

{
  "formula": "C18H17ClF3N3O",
  "method": "the ωB97M-V functional and the def2-TZVPD basis",
  "smiles": "CC(=O)c1ccc(N2CCN(c3ncc(C(F)(F)F)cc3Cl)CC2)cc1",
  "spin_multiplicity": 1,
  "elements": ["C", "C", "O", "C", "C", "C", "C", "N", "C", "C", "N", "C", "N", "C", "C", "C", "F", "F", "F", "C", "C", "Cl", "C", "C", "C", "C", "H", "H", "H", "H", "H", "H", "H", "H", "H", "H", "H", "H", "H", "H", "H", "H", "H"],
  "coordinates": [[-2.90076, -1.18868, -3.28157], [-1.39175, -1.20419, -3.26235], [-0.75484, -1.95906, -3.96772], [-0.71861, -0.25301, -2.35382], [-1.37548, 0.51176, -1.39202], [-0.67819, 1.35768, -0.55692], [0.71591, 1.48070, -0.63698], [1.44017, 2.31607, 0.20054], [0.77366, 3.04060, 1.26043], [0.47537, 2.10014, 2.46406], [1.25610, 0.88795, 2.28692], [0.61792, -0.21360, 1.81291], [-0.69672, -0.23458, 2.08033], [-1.47338, -1.21288, 1.68850], [-1.00314, -2.29585, 0.96044], [-1.94076, -3.36574, 0.50440], [-2.96195, -2.86399, -0.22011], [-1.35832, -4.30066, -0.25080], [-2.51733, -4.01282, 1.53730], [0.35932, -2.33350, 0.67989], [1.17967, -1.31401, 1.11413], [2.84988, -1.49164, 0.68472], [2.63697, 1.23415, 2.04381], [2.75777, 1.91060, 0.64903], [1.36301, 0.75621, -1.64923], [0.66479, -0.09601, -2.46905], [-3.25351, -1.84895, -4.06961], [-3.28480, -1.54315, -2.32759], [-3.26957, -0.18072, -3.45572], [-2.44412, 0.43271, -1.26647], [-1.23720, 1.90386, 0.18478], [1.45135, 3.84292, 1.56697], [-0.13641, 3.50400, 0.88324], [-0.57475, 1.82237, 2.51374], [0.76534, 2.57214, 3.40610], [-2.51626, -1.12289, 1.96006], [0.77484, -3.15222, 0.11208], [3.27948, 0.36233, 2.11948], [2.92378, 1.93478, 2.83322], [3.39810, 2.79619, 0.71118], [3.20121, 1.21548, -0.05775], [2.42418, 0.86673, -1.80850], [1.17904, -0.66121, -3.23205]]
}

---

{
  "formula": "C18H17ClFNO3S",
  "method": "the ωB97M-V functional and the def2-TZVPD basis",
  "smiles": "ClCCCN1c2ccccc2Sc2ccccc21.O=C1OC[C@@H](F)O1",
  "spin_multiplicity": 1,
  "elements": ["Cl", "C", "C", "C", "N", "C", "C", "C", "C", "C", "C", "S", "C", "C", "C", "C", "C", "C", "H", "H", "H", "H", "H", "H", "H", "H", "H", "H", "H", "H", "H", "H", "O", "C", "O", "C", "C", "F", "O", "H", "H", "H"],
  "coordinates": [[5.93561, -3.28392, -0.73539], [4.65479, -1.99977, -0.77745], [3.87896, -1.94195, 0.53964], [2.70764, -0.94778, 0.51789], [1.68791, -1.22593, -0.51895], [1.17907, -2.57400, -0.47022], [1.58103, -3.49758, -1.41826], [1.08161, -4.79967, -1.37487], [0.21377, -5.16982, -0.37074], [-0.21723, -4.26747, 0.59286], [0.27621, -2.97841, 0.51783], [-0.23134, -1.69599, 1.66830], [-0.35608, -0.30591, 0.52952], [-1.37258, 0.61936, 0.65955], [-1.41599, 1.68450, -0.28731], [-0.45529, 1.69087, -1.28164], [0.55992, 0.75758, -1.38243], [0.63040, -0.25509, -0.45766], [5.15470, -1.05152, -1.00855], [4.01188, -2.26386, -1.61988], [3.59203, -2.93882, 0.90456], [4.59146, -1.55591, 1.28997], [2.30729, -0.88539, 1.54217], [3.13336, 0.04576, 0.29505], [2.28628, -3.24011, -2.20773], [1.41305, -5.47978, -2.15807], [-0.18439, -6.18478, -0.33844], [-0.91920, -4.56277, 1.36982], [-2.08423, 0.48931, 1.47522], [-2.19793, 2.45600, -0.20129], [-0.53098, 2.49623, -2.01526], [1.31275, 0.77099, -2.17024], [-3.28765, 3.17699, 2.35602], [-3.73289, 4.06029, 1.70895], [-4.11078, 3.93727, 0.40297], [-4.70855, 5.18528, 0.03312], [-4.10244, 6.14241, 1.02665], [-4.95883, 7.14627, 1.33400], [-3.91904, 5.32929, 2.17006], [-5.79240, 5.11276, 0.13631], [-4.46901, 5.44102, -0.99670], [-3.14288, 6.56408, 0.72060]]
}

---

Number 1: calculated total energy -3147.442897 Ha. Number 2: calculated total energy -1064.842196 Ha. Number 3: calculated total energy -1613.583435 Ha. Number 4: calculated total energy -10890.458855 Ha. Number 5: calculated total energy -1695.439212 Ha. Number 6: calculated total energy -1934.843084 Ha.